An isolated ion of composition C4H5N and charge +1 in a non-equilibrium geometry. Source: OMol25; level of theory: ωB97M-V/def2-TZVPD.

Each line ends with the Löwdin charge.
Cartesian coordinates (Å):
C 0.426588 0.224897 -0.593878  -0.238
C -0.292864 0.076548 0.728760  -0.164
N -0.202887 1.230059 1.585536  0.379
C -0.379172 -0.370750 -1.758517  0.258
C 0.667756 -1.167746 -1.175327  0.070
H 1.058488 1.112618 -0.833813  0.159
H 0.164540 -0.245406 1.578289  0.134
H -1.369687 -0.388831 0.477519  0.199
H -1.016988 1.694919 1.606170  0.059
H 0.944226 -2.166307 -1.614739  0.144

Cartesian forces (eV/Å) of the 2 atoms listed first:
C 1.7013 -0.8152 -3.0616
C -6.3736 4.2393 -0.1622

Summary:
- ⟨S²⟩ = 0.781
- charge = +1
- frontier orbital gap (alpha / beta) (eV) = 5.891 / 5.975
- multiplicity = 2
- calculated total energy (Eh) = -209.450990

---

C4H5N2 as an isolated structure in a non-equilibrium geometry. Source: OMol25; level of theory: ωB97M-V/def2-TZVPD.

Each line ends with the Löwdin charge.
Cartesian coordinates (Å):
C 1.275122 1.253306 2.115230  0.327
C 0.843620 0.661258 1.031946  -0.462
C -0.179201 -0.169415 -0.448572  -0.271
C -0.625982 0.217607 0.936286  0.014
N 1.059190 0.307924 -0.260800  0.135
N -0.705765 -0.812667 -1.469385  0.258
H -0.732121 -0.801921 1.386733  0.153
H -1.392983 0.971198 1.381741  0.187
H 2.166034 0.567771 -0.895267  0.363
H -1.532985 -1.297005 -1.401424  0.110
H -0.174928 -0.898055 -2.376488  0.185

Cartesian forces (eV/Å) of the 2 atoms listed first:
C 0.2316 -0.0488 0.0211
C -0.3737 1.2898 2.1797

Summary:
- charge = +1
- frontier orbital gap (eV) = 8.770
- calculated total energy (Eh) = -264.437211

---

An isolated ion of composition C4H5N2O3S and charge -1 in a non-equilibrium geometry. Source: OMol25; level of theory: ωB97M-V/def2-TZVPD.

Each line ends with the Löwdin charge.
Cartesian coordinates (Å):
C 1.614643 -0.620466 -0.113709  -0.058
C 0.653653 0.457164 -0.068357  -0.376
N 0.811025 1.785931 -0.121142  -0.013
N -0.399213 2.452144 -0.194833  -0.021
C -1.334736 1.482539 -0.124457  -0.130
C -0.686112 0.200745 0.041904  -0.192
S -1.338465 -1.543396 0.226975  0.430
O -0.547668 -1.828216 1.449753  -0.406
O -2.781788 -1.493635 0.251164  -0.370
O -0.917462 -2.331900 -0.918159  -0.373
H 1.778113 -0.984130 -1.170194  0.104
H 2.619017 -0.385456 0.310195  0.079
H 1.134462 -1.385919 0.528010  0.056
H 1.700306 2.351609 -0.290501  0.176
H -2.305775 1.842986 0.193352  0.095

Cartesian forces (eV/Å) of the 2 atoms listed first:
C 2.0673 -1.0612 -0.1787
C -0.9810 -0.0305 0.2135

Summary:
- charge = -1
- frontier orbital gap (eV) = 8.718
- calculated total energy (Eh) = -888.883895
- structure (SMILES) = Cc1[nH]ncc1S(=O)(=O)[O-]

---

An isolated ion of composition C4H5N2O3S and charge +1 in a non-equilibrium geometry. Source: OMol25; level of theory: ωB97M-V/def2-TZVPD.

Each line ends with the Löwdin charge.
Cartesian coordinates (Å):
C 0.902948 1.069969 2.671955  -0.066
S 0.934547 -0.275476 1.511252  0.746
O 0.148951 -1.363994 1.939785  -0.194
O 2.127862 -0.465715 0.822567  -0.181
O -0.210781 0.542422 0.272447  0.037
C -0.416235 0.067338 -0.854026  -0.370
N -0.036052 -1.174048 -1.272256  0.205
C -0.601638 -1.280024 -2.407118  0.052
C -1.439388 -0.073728 -2.690647  -0.002
N -1.357810 0.680103 -1.707248  0.193
H 0.381138 0.847317 3.631687  0.116
H 1.780144 1.630887 2.666221  0.061
H 0.123032 1.664935 2.042605  0.112
H -0.348025 -2.084764 -2.998994  0.122
H -1.988692 0.214778 -3.628229  0.168

Cartesian forces (eV/Å) of the 2 atoms listed first:
C -4.1027 0.4554 -1.8444
S -0.2720 -1.4698 2.2134

Summary:
- charge = +1
- frontier orbital gap (eV) = 8.767
- calculated total energy (Eh) = -888.449316
- structure (SMILES) = CS(=O)(=O)OC1=[N+]=CC=N1

---

The molecule C4H5N3 in a non-equilibrium geometry. Source: OMol25; level of theory: ωB97M-V/def2-TZVPD.

Each line ends with the Löwdin charge.
Cartesian coordinates (Å):
H -0.210485 2.548076 0.126115  0.060
N -0.563030 1.955713 -0.646448  0.167
C -0.273192 0.733296 -0.351630  -0.327
C -0.558363 -0.497375 -1.131680  -0.098
C 0.072538 -1.538284 -0.219800  -0.078
N 0.614577 -1.102136 0.881388  0.113
C 0.434947 0.255447 0.864930  -0.441
N 0.840023 1.018373 1.812583  0.167
H 1.281624 0.393673 2.499017  0.061
H -0.063320 -0.488513 -2.103523  0.127
H -1.630080 -0.676886 -1.228785  0.128
H 0.054759 -2.601384 -0.502169  0.121

Cartesian forces (eV/Å) of the 2 atoms listed first:
H -0.1577 -0.2278 -0.3331
N 0.5649 -1.7516 0.7022

Summary:
- charge = 0
- frontier orbital gap (eV) = 9.979
- calculated total energy (Eh) = -319.653033
- structure (SMILES) = [H]/N=C1/CC=N/C1=N\[H]

---

The molecule C4H5N3 in a non-equilibrium geometry. Source: OMol25; level of theory: ωB97M-V/def2-TZVPD.

Each line ends with the Löwdin charge.
Cartesian coordinates (Å):
H 2.846664 -1.446225 0.247812  0.068
N 2.645964 -0.407045 0.094402  0.104
C 1.369579 -0.040689 -0.186589  -0.420
C 1.081821 1.391632 -0.189079  -0.138
N 0.891700 2.565422 -0.064426  0.173
N 0.246561 -0.848818 -0.271679  -0.012
C -1.105892 -0.538683 -0.112101  -0.247
C -1.902167 0.603729 0.044733  -0.013
H 0.499130 -1.893783 0.304337  0.252
H -1.806777 -1.405855 -0.296994  0.108
H -3.034415 0.321207 0.353564  0.092
H -1.732166 1.699112 0.076023  0.034

Cartesian forces (eV/Å) of the 2 atoms listed first:
H -1.0547 1.6691 -0.4902
N -3.5725 0.3668 -0.8988

Summary:
- charge = 0
- frontier orbital gap (eV) = 8.844
- calculated total energy (Eh) = -319.562734
- structure (SMILES) = [H]/N=C(/C#N)NC=C

---

The molecule C4H5N3 in a non-equilibrium geometry. Source: OMol25; level of theory: ωB97M-V/def2-TZVPD.

Each line ends with the Löwdin charge.
Cartesian coordinates (Å):
N -0.354953 1.495168 -1.235277  0.160
C -0.411916 0.367339 -0.475803  -0.422
C 0.328518 -0.788935 -0.694365  -0.033
C 1.076779 -0.978719 0.485374  -0.160
N 0.593403 -0.811214 1.718487  0.047
C -0.692658 -0.439791 1.654121  -0.251
N -1.172964 0.212481 0.619027  0.126
H -0.182317 1.415281 -2.225274  0.105
H -0.645693 2.396299 -0.885567  0.107
H 0.357793 -1.357141 -1.612382  0.101
H 2.144011 -1.155613 0.370011  0.110
H -1.372535 -0.648724 2.478140  0.109

Cartesian forces (eV/Å) of the 2 atoms listed first:
N -0.5931 -0.2476 0.0387
C -0.9797 -0.6440 -0.1664

Summary:
- charge = 0
- frontier orbital gap (eV) = 9.177
- calculated total energy (Eh) = -319.633163
- structure (SMILES) = Nc1ccncn1

---

The molecule C4H5N3 in a non-equilibrium geometry. Source: OMol25; level of theory: ωB97M-V/def2-TZVPD.

Each line ends with the Löwdin charge.
Cartesian coordinates (Å):
N 2.478149 -1.324144 0.855912  0.150
C 1.673208 -0.786359 0.222472  -0.171
C 0.686695 -0.037320 -0.588140  -0.308
C -0.597884 -0.827849 -0.847570  -0.116
N -1.631540 -0.319492 -0.322132  0.080
C -1.151207 0.698718 0.603032  -0.241
N 0.142473 1.142595 0.081024  -0.006
H 1.174560 0.221271 -1.536454  0.143
H -0.615686 -1.801717 -1.333283  0.121
H -1.046285 0.113270 1.527254  0.119
H -1.832502 1.532030 0.798419  0.114
H 0.748256 1.468107 0.828097  0.116

Cartesian forces (eV/Å) of the 2 atoms listed first:
N -0.8023 0.4740 -0.5618
C 0.6693 -0.4935 0.4915

Summary:
- charge = 0
- frontier orbital gap (eV) = 10.680
- calculated total energy (Eh) = -319.643154
- structure (SMILES) = N#C[C@H]1C=NCN1

---

The molecule C4H5N3 in a non-equilibrium geometry. Source: OMol25; level of theory: ωB97M-V/def2-TZVPD.

Each line ends with the Löwdin charge.
Cartesian coordinates (Å):
C -0.049203 -0.128056 -2.350487  -0.043
N 0.694806 0.597484 -1.547370  0.045
N 0.304462 0.091561 -0.324188  -0.240
C 1.006909 0.270344 0.837242  -0.080
C 0.126737 0.115121 1.981438  -0.072
C -1.014971 -0.240688 1.324086  -0.254
N -1.061874 -0.244087 0.015909  0.075
H 0.101964 0.289706 -3.390295  0.070
H -0.960223 -0.925787 -2.094143  0.140
H 2.049449 0.825538 0.876243  0.149
H 0.687638 0.025357 3.005009  0.130
H -1.885694 -0.676494 1.666557  0.080

Cartesian forces (eV/Å) of the 2 atoms listed first:
C -0.2334 1.7089 -2.2453
N -2.9425 -3.8390 -1.0465

Summary:
- charge = 0
- frontier orbital gap (eV) = 9.581
- calculated total energy (Eh) = -319.541373
- structure (SMILES) = C=Nn1cccn1

---

C4H5N3 as an isolated structure in a non-equilibrium geometry. Source: OMol25; level of theory: ωB97M-V/def2-TZVPD.

Each line ends with the Löwdin charge.
Cartesian coordinates (Å):
N 2.525679 -1.093500 1.124023  0.137
C 1.819700 -0.555646 0.380691  -0.218
C 0.769493 -0.017283 -0.450617  -0.223
C -0.837184 -1.062151 -0.307291  -0.070
N -1.733551 -0.123555 0.207493  0.018
C -1.176705 1.012902 0.345270  -0.217
N 0.157090 1.185071 0.029652  0.008
H 1.096447 0.095318 -1.510949  0.133
H -0.627616 -1.078704 -1.343522  0.063
H -0.964834 -2.049109 0.185566  0.114
H -1.713618 1.873578 0.724116  0.122
H 0.685097 1.813081 0.615570  0.131

Cartesian forces (eV/Å) of the 2 atoms listed first:
N -0.3184 0.5509 -0.6798
C 0.4619 -0.5826 0.9587

Summary:
- charge = 0
- frontier orbital gap (eV) = 10.270
- calculated total energy (Eh) = -319.610340

---

The molecule C4H5N3. Source: OMol25; level of theory: ωB97M-V/def2-TZVPD.

Each line ends with the Löwdin charge.
Cartesian coordinates (Å):
N -1.991829 0.087544 -0.326940  0.088
C -0.618919 0.029610 -0.122837  -0.303
C 0.200102 1.161884 -0.156295  -0.097
N 1.518128 1.097880 0.005071  0.069
C 2.036290 -0.113284 0.199435  -0.234
N 1.362160 -1.260375 0.244139  0.069
C 0.046940 -1.182160 0.080696  -0.098
H -2.416946 0.985691 -0.149185  0.089
H -2.513508 -0.663680 0.101144  0.090
H -0.229965 2.152696 -0.318812  0.113
H 3.113156 -0.173641 0.338104  0.101
H -0.505606 -2.122168 0.105484  0.114

Cartesian forces (eV/Å) of the 2 atoms listed first:
N -0.1297 0.0081 0.0386
C 0.3428 -0.0074 0.0900

Summary:
- charge = 0
- frontier orbital gap (eV) = 9.678
- calculated total energy (Eh) = -319.692109
- structure (SMILES) = Nc1cncnc1

---

A 2-piece molecular cluster, C4H5N3 overall in a non-equilibrium geometry. Source: OMol25; level of theory: ωB97M-V/def2-TZVPD.

Each line ends with the Löwdin charge.
Cartesian coordinates (Å):
C -1.582565 0.302566 -0.029475  -0.089
N -0.391651 -0.512689 -0.039977  -0.049
C 0.582550 -0.313196 0.742806  -0.174
C 2.384242 -0.283683 -2.000092  -0.086
N 1.385111 -0.903777 -1.948588  -0.004
C 0.626168 0.695720 1.776302  -0.175
N 0.681335 1.506243 2.599312  0.175
H -1.719368 0.862835 0.900074  0.077
H -2.444846 -0.338682 -0.224244  0.085
H -1.496894 1.004998 -0.867310  0.100
H 0.477328 -1.133842 -1.506765  0.033
H 1.498590 -0.886488 0.597962  0.107

Cartesian forces (eV/Å) of the 2 atoms listed first:
C -0.1106 0.0549 0.1087
N 0.3045 0.0121 0.2287

Summary:
- charge = 0
- frontier orbital gap (eV) = 10.720
- calculated total energy (Eh) = -319.595859

---

Which formula does entry 9 have?
C4H5N3

---

What is the calculated total energy in the eighth record?
-319.643154 Eh